Entry from the OMol25 dataset: C27H26F5IrN6O7S2Se as an isolated structure at a distorted geometry (ωB97M-V/def2-TZVPD).

Cartesian coordinates (Å):
Ir -0.34734 0.13869 0.04617
C -3.59074 -2.42037 -1.23035
O -2.27369 -1.98447 -1.54531
C -1.38383 -3.05098 -1.76687
C 0.04442 -2.57970 -1.91414
O 0.55332 -1.80747 -0.80522
C 1.98195 -1.97663 -0.67730
H -4.07628 -2.85866 -2.10476
H -4.14980 -1.55010 -0.89464
H -3.56366 -3.15654 -0.42343
H -1.66016 -3.57137 -2.69087
H -1.44473 -3.76109 -0.93498
H 0.18484 -2.01429 -2.84116
H 0.65131 -3.48380 -1.97142
H 2.20856 -3.03352 -0.54715
H 2.30009 -1.43133 0.20681
H 2.49346 -1.59046 -1.56051
N 2.62972 4.06039 6.72255
C 2.50091 3.04416 5.81388
C 3.45496 2.86736 4.80401
C 3.32944 1.84882 3.88528
C 2.23028 0.99414 3.94610
C 1.26577 1.16400 4.93866
C 1.40203 2.17712 5.86492
S 2.02002 -0.28279 2.78012
O 0.93363 -1.09100 3.28511
O 3.26532 -0.93097 2.49203
N 1.40276 0.40393 1.41460
C 2.23338 1.03440 0.51802
N 3.49432 1.39319 0.77482
C 4.16864 1.94543 -0.22448
C 3.61886 2.19018 -1.47950
C 2.29632 1.84964 -1.62870
N 1.60759 1.26770 -0.64889
H 3.46857 4.60846 6.75217
H 2.01600 4.11233 7.51345
H 4.30569 3.53737 4.75523
H 4.07632 1.69955 3.11878
H 0.42628 0.48384 4.98593
H 0.66023 2.30040 6.64582
H 5.19724 2.21461 -0.00723
H 4.18765 2.64058 -2.27876
H 1.76266 2.05266 -2.55207
N -1.49612 2.39980 1.65019
C -1.20534 1.53621 0.93824
H -1.82460 3.11870 2.25916
N -0.95699 0.67287 -2.13301
C -1.68272 1.87020 -2.44061
C -1.23113 2.73054 -3.42718
C -1.95397 3.87118 -3.73835
C -3.12300 4.13902 -3.03808
C -3.58448 3.27865 -2.04484
C -2.85321 2.14590 -1.74626
S -4.08814 5.50250 -3.48223
O -5.10721 5.07734 -4.46001
O -3.24517 6.50248 -4.10635
O -4.77465 6.00180 -2.30586
H -1.57095 -0.14726 -2.18339
H -0.14822 0.54666 -2.72742
H -0.32143 2.50417 -3.97190
H -1.61480 4.54926 -4.51047
H -4.49675 3.50880 -1.50867
H -3.18191 1.46876 -0.96586
F -3.51276 -1.11089 6.91230
C -2.98072 -1.34882 5.72482
C -3.31539 -0.54462 4.64872
F -4.17013 0.46369 4.81247
C -2.74316 -0.78654 3.41993
F -3.10491 0.00348 2.40367
C -1.82502 -1.81454 3.22967
Se -0.87423 -2.06140 1.62376
C -1.52950 -2.62724 4.32521
F -0.68428 -3.63928 4.20041
C -2.09006 -2.39580 5.56445
F -1.77619 -3.15622 6.60538

Output
HOMO energy (spin up / spin down), eV: -8.71 / -8.71
Total charge: +1
Lowest unoccupied orbital energy (spin up / spin down), eV: -6.22 / -6.49
Spin multiplicity: 2